# C18H25F4N5ReSe

C18H25F4N5ReSe as an isolated structure (ωB97M-V/def2-TZVPD, the OMol25 dataset).

The geometry in XYZ format:
```
54
Properties=species:S:1:pos:R:3:forces:R:3:mulliken_spin:R:1
C 2.6943 0.0606 -1.5877 0.0 -0.1 -0.1 0.0103
C -2.4785 0.3687 -1.6250 -0.2 0.0 0.1 0.0553
H 0.9368 1.6837 -2.8474 0.1 0.0 0.0 -0.0046
H -0.3827 2.6442 -1.2101 0.0 0.0 0.0 0.0135
N 0.5080 2.2689 -0.8829 -0.1 0.0 0.1 0.0629
H 1.6055 3.2502 -2.4033 0.0 0.0 0.0 -0.0004
C -3.3496 0.1018 -2.6541 0.0 0.1 0.2 -0.0171
C 1.1701 -3.9406 1.0460 0.0 0.1 -0.1 0.0015
H 0.8903 -3.9072 2.0894 0.0 0.0 0.0 -0.0068
H 2.1136 -0.3600 -2.4122 0.0 0.0 0.0 -0.0051
H 3.4832 1.8259 -2.4726 0.0 0.0 0.0 0.0000
N 2.5623 -4.9116 -0.6435 0.1 -0.1 -0.1 -0.0027
H 0.4960 2.9488 1.9017 0.0 0.0 0.0 0.0024
H 2.6786 -0.1719 0.4473 0.0 0.0 0.0 0.0094
C -2.8455 0.8475 -0.3631 -0.1 0.0 -0.2 -0.0318
H 0.6558 -1.1280 2.9100 0.0 0.0 0.0 -0.0004
H -0.8909 1.4990 3.7480 0.0 0.0 0.0 -0.0036
C -1.9537 1.6580 1.8560 0.0 0.0 0.1 0.0018
H -5.4175 0.1431 -3.2447 0.0 0.0 0.0 0.0038
N -1.8222 0.9954 0.5593 0.1 0.0 0.0 0.1930
F -4.6921 1.5232 0.9689 0.0 0.0 0.0 0.0041
C 1.9413 -4.1689 -1.5496 0.0 0.0 -0.1 0.0054
H 0.4193 -2.7299 -2.0279 0.0 0.0 0.0 -0.0075
H 3.6952 -0.3697 -1.6416 0.0 0.0 0.0 0.0024
Se -0.8490 -1.9291 0.6268 0.0 0.0 0.0 0.2474
H 2.0082 -1.4153 -0.3420 0.0 0.0 0.0 -0.0035
H -1.3266 -0.0517 3.0017 0.0 0.0 0.0 -0.0034
F -1.1016 0.1582 -1.8245 0.1 0.0 0.0 0.0093
C 1.1595 -0.1670 2.9556 0.0 0.0 0.0 0.0318
F -6.3859 1.0538 -1.0090 -0.1 0.0 0.0 -0.0028
C -0.9868 0.9639 2.8013 -0.1 0.0 0.0 0.0217
C 0.9270 -3.2716 -1.2402 -0.1 0.0 0.1 -0.0180
F -2.8780 -0.3588 -3.8012 0.0 0.0 -0.1 -0.0024
H 0.8558 2.9660 -0.2280 0.0 0.0 0.0 0.0001
H 2.1669 -0.2560 2.5547 0.0 0.0 0.0 -0.0044
C -4.7000 0.3347 -2.4595 0.1 0.0 0.0 0.0692
H 3.1635 2.0001 -0.7720 0.0 0.0 0.0 -0.0012
C 0.5456 -3.1453 0.0944 0.1 -0.1 0.0 0.0458
H -1.7213 2.7247 1.7553 0.0 0.0 0.0 0.0107
C 1.4415 2.2315 -2.0486 0.0 0.0 -0.1 -0.0011
C 1.0978 2.1408 2.3115 0.0 0.1 0.0 0.0170
C 2.7600 1.5719 -1.6966 0.1 0.0 0.0 -0.0062
H -2.9608 1.5920 2.2599 0.0 0.0 0.0 0.0004
C 2.1708 -4.8076 0.6174 0.0 0.0 0.2 0.0058
H 1.2667 2.3500 3.3689 0.0 0.0 0.0 -0.0033
C -4.2154 1.0744 -0.1907 0.1 0.0 -0.2 0.0597
H 2.2610 -4.2986 -2.5776 0.0 0.0 0.0 0.0003
H 2.6799 -5.4444 1.3316 0.0 0.0 0.0 0.0002
C -5.1073 0.8210 -1.2299 0.1 0.0 0.0 -0.0273
N 2.0449 -0.3908 -0.3208 0.0 -0.1 0.1 0.0300
H 1.2321 0.1717 3.9901 0.0 0.0 0.0 0.0019
N 0.3836 0.8421 2.1741 0.0 0.0 -0.1 -0.0065
H 2.0615 2.0909 1.8067 0.0 0.0 0.0 -0.0067
Re -0.0112 0.3176 0.1298 -0.1 -0.2 0.2 2.2494
```
Positions in Å, forces in eV/Å.

## Properties
Kohn-Sham gap (alpha / beta) (eV): 7.787 / 6.889
Net charge: +2
Expectation value of S²: 3.78
Multiplicity: 4
HOMO level (alpha / beta) (eV): -14.303 / -14.742
Maximum force (eV/Å): 0.33

***

# C3H3IO

A 2-piece molecular cluster, C3H3IO overall (ωB97M-V/def2-TZVPD, the OMol25 dataset).

The geometry in XYZ format:
```
8
Properties=species:S:1:pos:R:3:forces:R:3:lowdin_charge:R:1
O 1.6213 1.6062 -0.7486 0.7 1.0 -2.4 0.1176
H 0.3653 -1.2395 -1.0724 -0.6 0.2 -0.5 0.0631
C -0.7062 -0.1790 0.2685 2.4 3.7 2.1 -0.7218
H -1.4418 -1.6362 -0.9656 -1.2 -1.2 -0.5 0.0272
I -2.1624 0.2348 1.7494 0.4 -0.1 -0.8 0.6918
C -0.6388 -1.0405 -0.6760 1.4 -0.8 -0.7 -0.1788
H 1.7089 1.1077 1.2220 0.0 0.2 0.2 0.0930
C 1.2537 1.1466 0.2227 -3.1 -2.9 2.6 -0.0920
```
Positions in Å, forces in eV/Å.

## Properties
Kohn-Sham gap (alpha / beta) (eV): 8.303 / 8.306
HOMO level (alpha / beta) (eV): -8.292 / -8.293
Maximum force (eV/Å): 4.99

***

The evaluated calculated total energy for the records listed, in turn: -104852.963; -13303.328 eV.
The evaluated energy relative to the best compared isomer or geometry (same formula, charge and spin) for the records listed, in turn: 1.6; 272.3 kJ/mol.